(1)
Molecular formula: C3H5N4O
Method: DFT, ωB97M-V/def2-TZVPD

## Properties
⟨S²⟩ ... 2.013
2S+1 ... 3
Charge ... +1
HOMO-LUMO gap (spin up / spin down) ... 7.1083 / 6.2218 eV

Element x y z (Å)
C  0.95506  0.41776  -0.51780
C  -0.09668  -0.15476  0.18176
C  -0.96698  1.03663  -1.56858
N  -2.23072  2.30792  -3.55170
N  -1.28630  0.30627  -0.47110
N  0.37152  1.14605  -1.50929
N  -0.13644  -0.96883  1.29684
O  -3.21002  2.61310  -3.06934
H  1.92230  0.11774  -0.22772
H  -2.29330  0.21787  -0.29850
H  0.97262  1.75953  -2.07697
H  0.66067  -0.65890  1.83329
H  -1.04771  -0.96189  1.65634

Force components x, y, z for each atom (eV/Å):
C -1.3083 -0.1732 -0.0975
C -4.3164 -0.8117 1.0574
C -1.3569 0.3018 0.1116
N 0.7513 -0.1096 -0.6390
N 1.4666 -0.3190 -0.1763
N 3.6573 0.0904 0.4261
N 1.9445 2.5628 -3.4125
O -0.9539 0.3299 0.3466
H 1.5009 0.5195 -0.5648
H 0.7940 -0.5899 0.4824
H -0.9282 -0.4619 -0.1049
H -0.0677 -0.9331 1.1615
H -1.1831 -0.4063 1.4095

natural (NBO) population analysis, charges in e, atoms 1 to 2:
1. C 0.05
2. C 0.41

=====

(2)
Molecular formula: C2H5Cl3NO
Method: DFT, ωB97M-V/def2-TZVPD

## Properties
2S+1 ... 1
Charge ... +1
HOMO-LUMO gap ... 8.4837 eV

Element x y z (Å)
C  -1.02883  -0.16868  -0.16119
C  1.59815  -1.22804  -1.16958
N  -2.18549  0.36902  -0.35917
O  -0.75552  -0.57666  1.02519
Cl  2.47860  -1.81130  0.17029
Cl  2.47820  -0.50074  -2.35191
Cl  0.81899  1.55911  1.57916
H  -0.22655  -0.41158  -0.86563
H  -2.41325  0.53815  -1.32622
H  1.79797  2.30910  1.88730
H  -2.74303  0.73646  0.33591
H  0.18075  -0.81484  1.23585

Force components x, y, z for each atom (eV/Å):
C 0.5431 -0.8973 1.1220
C -0.6330 -0.0986 0.6960
N 1.8513 -0.6536 -2.8123
O -0.1401 -0.0689 1.1908
Cl 0.2555 0.0826 -0.3881
Cl 0.7377 0.0446 -0.3189
Cl 0.0316 0.2163 0.0880
H -0.4984 0.1966 -0.8553
H -0.3027 0.3449 -0.0124
H 0.3304 0.2607 0.0630
H -1.5323 0.5357 1.9613
H -0.6432 0.0371 -0.7339

natural (NBO) population analysis, charges in e, atoms 1 to 2:
1. C 0.54
2. C -0.23

=====

(3)
Molecular formula: C4H8S
Method: DFT, ωB97M-V/def2-TZVPD

## Properties
2S+1 ... 1
Charge ... 0
HOMO-LUMO gap ... 9.4605 eV

Element x y z (Å)
C  -2.22164  -0.50315  -0.29505
C  -0.98937  0.35929  -0.01570
C  0.35848  -0.14770  0.24432
C  1.66656  0.78836  -0.08850
H  -2.35085  -1.13177  0.69658
H  -3.27365  0.11162  -0.12962
H  -2.28940  -1.11956  -1.18477
H  -1.15925  1.55328  -0.33750
H  0.88509  -1.58113  0.57710
H  1.30313  1.37755  -1.03835
H  2.02128  1.23952  0.79831
H  3.23679  -0.51399  1.08255
S  2.81282  -0.43233  -0.30937

Force components x, y, z for each atom (eV/Å):
C -2.7047 0.8650 4.6162
C 3.5285 0.1712 -1.3748
C -3.1393 0.3955 -0.2443
C -4.8921 -0.8703 -0.5661
H 0.4121 0.3797 -2.1838
H 2.7557 -1.1246 -1.0069
H 0.3438 0.1312 -0.0163
H 1.0113 -3.3028 0.9693
H -2.2049 4.4040 -1.0695
H 1.4843 -0.8085 2.1220
H -0.3578 1.7057 0.4609
H -0.6599 0.0966 -2.2630
S 4.4232 -2.0427 0.5563

natural (NBO) population analysis, charges in e, atoms 1 to 2:
1. C -0.67
2. C -0.26

=====

(4)
Molecular formula: C5H4BrF2N
Method: DFT, ωB97M-V/def2-TZVPD

## Properties
2S+1 ... 1
Charge ... 0
HOMO-LUMO gap ... 10.2076 eV
SMILES string ... FC1(F)C=C(Br)CC=N1

Element x y z (Å)
F  1.55073  -1.98846  -1.02328
C  0.95835  -1.10123  -0.26060
F  1.30587  -1.41032  1.06669
C  -0.57052  -1.20007  -0.36551
C  -1.19958  -0.03937  -0.01994
Br  -3.12294  0.04729  -0.11591
C  -0.51243  1.18372  0.51332
C  0.84372  1.25525  -0.19691
N  1.49119  0.18786  -0.49002
H  -1.02493  -2.04973  -0.86397
H  -0.12162  0.90238  1.52165
H  -1.03028  2.06269  0.59058
H  1.43244  2.14999  -0.35610

Force components x, y, z for each atom (eV/Å):
F 0.5972 -0.8106 -0.8188
C -1.9200 0.6068 1.8599
F -0.0190 -0.0538 -0.4824
C 0.2827 2.6639 0.0764
C -0.6692 -1.8871 -0.3335
Br 0.6498 0.0263 0.0235
C 3.0191 -2.9806 -0.0151
C 0.6096 -1.8698 0.1259
N 0.1109 1.4182 -0.5216
H -0.0490 0.1259 0.3507
H -0.6327 0.3200 -0.2025
H -1.5059 1.9789 -0.1456
H -0.4735 0.4618 0.0831

natural (NBO) population analysis, charges in e, atoms 1 to 2:
1. F -0.30
2. C 0.76

=====

(5)
Molecular formula: C23H33AuCl3GeN5O2PS4
Method: DFT, ωB97M-V/def2-TZVPD

## Properties
⟨S²⟩ ... 3.793
2S+1 ... 4
Charge ... +2
HOMO-LUMO gap (spin up / spin down) ... 6.6050 / 2.6483 eV

Element x y z (Å)
Au  -0.69447  -0.27594  -0.13421
O  -0.45004  0.57275  -2.05779
C  -1.12300  0.28685  -3.21271
C  -1.72236  1.52354  -3.82658
C  -2.29463  1.69836  -5.06566
C  -2.67433  3.02822  -5.28784
C  -2.40128  3.83644  -4.21351
S  -1.68239  2.99183  -2.91211
C  0.02183  -0.26046  -4.04321
C  0.60997  -1.49932  -3.90181
C  1.70958  -1.66552  -4.74717
C  1.98335  -0.53751  -5.48176
S  0.90576  0.74161  -5.14894
C  -2.25273  -0.70318  -3.10365
C  -2.58106  -1.69857  -3.97345
C  -3.74567  -2.39883  -3.59756
C  -4.29943  -1.91038  -2.45811
S  -3.41329  -0.57351  -1.82250
H  -2.42733  0.90764  -5.78159
H  -3.12113  3.38335  -6.19900
H  -2.58238  4.89058  -4.13582
H  0.24072  -2.25637  -3.23479
H  2.26966  -2.57809  -4.83353
H  2.76356  -0.40516  -6.20406
H  -2.00278  -1.93444  -4.84560
H  -4.15056  -3.22321  -4.15411
H  -5.19172  -2.22778  -1.95754
C  4.07735  2.63938  1.61639
N  3.03234  1.94932  2.32347
C  2.01275  2.78867  2.90036
P  2.55096  0.36231  2.01739
O  1.40216  0.24665  1.10502
N  2.17276  -0.17204  3.55956
C  3.03479  -0.01262  4.70428
C  0.92086  -0.82495  3.83071
N  3.93654  -0.34018  1.40061
C  3.93713  -0.92444  0.08465
C  5.07689  -0.65702  2.22315
H  4.63156  3.27536  2.31156
H  3.66531  3.28276  0.83299
H  4.75164  1.92487  1.15122
H  2.43184  3.36984  3.72726
H  1.19615  2.16744  3.27042
H  1.60755  3.48880  2.16469
H  3.74651  0.79024  4.53928
H  3.57405  -0.93590  4.92263
H  2.42993  0.24224  5.57773
H  0.31887  -0.82443  2.92448
H  0.38090  -0.28039  4.60952
H  1.07198  -1.85378  4.16616
H  2.96560  -0.76038  -0.38112
H  4.16239  -1.99378  0.12388
H  4.70467  -0.44148  -0.52785
H  5.19305  0.08053  3.01386
H  5.97462  -0.65531  1.60289
H  4.97818  -1.64993  2.67248
Cl  -1.41840  -3.81165  1.46381
Ge  0.03398  -2.66220  0.31927
Cl  1.81939  -2.85617  1.54686
Cl  0.42549  -3.96818  -1.34841
C  -3.28428  -1.55802  3.22567
N  -3.90833  -0.41619  2.61779
C  -5.24543  -0.15742  2.57888
C  -5.42271  1.02971  1.94065
N  -4.18473  1.47602  1.59070
C  -3.25943  0.58797  2.00493
S  -1.56891  0.78900  1.90837
H  -3.98456  -2.03907  3.90464
H  -2.39871  -1.23962  3.77630
H  -2.97371  -2.27730  2.46410
H  -5.96814  -0.81432  3.01419
H  -6.31931  1.57252  1.72680
H  -3.97537  2.35022  1.13239

Force components x, y, z for each atom (eV/Å):
Au -0.0711 -0.2928 1.2798
O 0.4116 0.1497 -0.7202
C 0.0577 -0.5876 -0.5862
C 0.5196 0.0413 1.5117
C -0.7725 0.9775 -1.2596
C -0.0595 -1.2642 -0.7416
C 0.2362 -0.0185 0.8600
S 0.0610 -0.0528 0.1468
C -0.1335 1.1316 0.1362
C 0.3969 -0.5514 -0.2034
C -0.2773 -0.1894 0.2896
C -0.2327 0.3649 0.1429
S 0.0229 -0.0750 0.0776
C -0.1144 0.6086 0.3372
C -0.2587 -0.3347 -0.1686
C 0.2634 -0.0008 -0.3302
C 0.2091 0.9008 0.4781
S -0.3743 -0.4507 -0.2190
H -0.0013 -0.1911 -0.1245
H -0.0746 0.0616 -0.1516
H -0.0216 0.3132 -0.0074
H -0.0606 -0.1513 0.1711
H 0.1469 -0.1517 0.0186
H 0.2017 0.0287 -0.2392
H 0.1700 -0.0872 -0.2479
H -0.0803 -0.2002 -0.0600
H -0.1858 -0.1854 0.1450
C 0.0914 0.1995 -0.1730
N -0.3043 -1.5060 -0.1108
C -0.0189 0.2892 0.2934
P 2.1517 1.0538 1.5256
O -0.8908 -0.1714 -0.7735
N 0.0114 0.3617 -1.2500
C 0.1319 -0.0018 0.2027
C -0.2240 -0.2462 -0.0242
N -1.2555 0.4252 0.2360
C 0.1630 0.0552 -0.3863
C 0.1022 -0.1332 0.1826
H 0.0861 -0.0276 -0.0527
H 0.0137 0.0680 -0.0833
H 0.0686 0.0546 0.0658
H -0.1373 0.0286 0.0326
H 0.0083 0.1553 0.1048
H -0.0468 0.0300 -0.0706
H 0.0689 0.0611 0.0161
H 0.0877 -0.0275 0.1132
H 0.0274 0.0412 0.0077
H -0.0202 -0.1379 0.2007
H -0.0767 0.0451 0.0775
H -0.0803 -0.0506 0.0221
H 0.1008 -0.1405 -0.0550
H -0.1267 -0.0070 -0.0376
H 0.0275 -0.0203 -0.0988
H 0.1255 -0.0078 0.0187
H 0.0440 0.0833 0.0636
H 0.0834 -0.0323 0.0634
Cl 0.1357 0.0823 -0.2871
Ge 0.1925 0.0041 0.7263
Cl -0.4717 -0.2572 -0.4377
Cl -0.0287 0.0613 -0.2439
C 0.4855 -0.7546 0.2400
N 0.0145 0.9128 -0.4730
C -0.7209 0.4756 -0.2120
C -0.5432 -0.4819 0.2911
N 0.2407 -0.2989 0.0592
C 0.2768 0.0128 -0.0632
S 0.6509 -0.1567 -0.5472
H -0.0275 0.1186 -0.0112
H -0.0838 -0.0062 -0.0173
H -0.1285 0.2397 0.1657
H -0.1498 -0.1600 0.0955
H -0.1695 0.1010 -0.0189
H 0.1362 -0.1280 0.0877

Mulliken population analysis, charges in e, atoms 1 to 2:
1. Au 2.03
2. O -0.74

=====

(6)
Molecular formula: C2H9N2
Method: DFT, ωB97M-V/def2-TZVPD

## Properties
2S+1 ... 1
Charge ... +1
HOMO-LUMO gap ... 4.7954 eV

Element x y z (Å)
C  -4.31675  -6.33244  -2.67996
H  -5.23615  -6.31376  -2.00604
H  -4.37696  -6.28278  -3.66784
H  -3.07334  -6.76201  -2.74348
H  -2.86649  -5.94980  -2.35923
N  2.35755  3.02864  0.25792
C  1.76176  2.05156  1.02165
N  0.92955  2.42490  1.98317
H  1.93455  3.96283  0.00571
H  2.95008  2.78564  -0.53576
H  1.77650  1.02593  0.69146
H  0.68081  1.71346  2.69724
H  0.53120  3.33103  2.18014

Force components x, y, z for each atom (eV/Å):
C 3.8257 -0.3713 3.2826
H 2.6294 -0.2542 -0.0844
H -0.3285 0.9884 -3.9509
H -3.0071 -2.2002 0.6173
H -3.1167 1.8361 0.1358
N -1.0889 -0.6731 -0.6048
C -0.8474 4.4506 -1.2860
N 0.2586 -2.4208 0.6848
H 0.3868 -1.2844 1.4304
H -0.2031 -0.6515 0.4556
H 0.9327 -0.4019 0.6135
H -0.0660 0.5739 -1.0048
H 0.6246 0.4086 -0.2892

natural (NBO) population analysis, charges in e, atoms 1 to 2:
1. C -0.83
2. H 0.27

=====

Taking the records one at a time from the top gives energy values of -411.14893, -1589.41684, -555.18752, -3021.39330, -6847.28875, -190.64855 Ha.
Taking the records one at a time from the top gives ΔE to the lowest compared entry with this formula, charge and spin values of 0.0, 62.5, 114.5, 0.0, 7.5, 141.7 kcal per mole.